# C29H48GaN4O7P2S

C29H48GaN4O7P2S as an isolated structure (wB97M-V/def2-TZVPD, OMol25).

Results
**ΔE to the lowest compared entry with this formula, charge and spin**: 0.079 eV
**HOMO**: -16.343 eV
**Kohn-Sham gap**: 0.3451 Ha

```
! RIJCOSX wB97M-V def2-TZVPD def2/J DEFGRID3
* xyz 3 1
Ga -0.76556 1.22284 -0.19541
S -0.00827 1.22433 2.79848
P -1.03818 -1.87280 -0.35597
P 1.58875 -0.67696 -1.28289
O 1.58453 -1.01404 -2.78239
O 3.06067 -0.62667 -0.81310
O -2.91203 2.06576 -0.16995
O -1.46839 -0.47516 0.08508
O 0.85160 0.63104 -1.06408
O -1.41559 -2.21360 -1.81743
O -1.65652 -2.84523 0.66047
N -0.05210 3.04426 -3.54278
N -1.33039 2.39684 -1.67585
N -0.22801 2.04557 1.40167
N -2.27576 3.73072 -3.18275
C 2.40496 -2.12090 -3.39843
C -2.44382 4.57789 -4.36185
C -3.04837 -4.81855 0.70605
C -3.15055 -1.00910 -3.00698
C -0.65406 2.28120 5.26162
C 3.50608 -1.47157 -4.19432
C -2.40496 2.24711 3.57344
C -3.29060 2.77958 4.49584
C 2.10333 2.90208 3.42083
C -1.62530 -4.34829 0.55333
C 3.61582 0.77021 4.40891
C 3.45880 -0.19971 0.56135
C 3.96391 1.21832 0.47276
C -1.17347 3.07235 -2.85124
C -2.82890 -2.30982 -2.31180
C -3.30720 3.54026 -2.16189
C 2.35153 0.53016 3.88639
C 4.12121 2.06202 4.42453
C 1.44616 -2.95464 -4.20886
C -2.59098 2.62052 -1.21410
C -0.69270 -4.85016 1.62647
C -1.55847 2.80894 6.17111
C 1.61208 1.60111 3.39872
C 0.75289 -1.98124 -0.34811
C 3.37066 3.12556 3.92890
C -2.88572 -3.52048 -3.20632
C -1.09159 2.01889 3.96960
C 4.47575 -1.19952 1.04862
C -2.86909 3.05808 5.79000
H -0.27633 3.05210 1.51004
H -3.56719 3.47004 6.50592
H -0.64924 -5.93836 1.58252
H 3.77136 4.12959 3.95756
H 2.82072 -2.69456 -2.56638
H 0.36708 2.09043 5.56193
H -3.90400 -3.64990 -3.57305
H 5.35355 -1.19148 0.40310
H 4.24650 1.55857 1.47053
H -2.45669 -0.84068 -3.83176
H -1.23436 3.02746 7.17919
H -4.20662 3.07643 -2.57128
H 3.19471 1.88801 0.08743
H -2.73527 2.02411 2.56629
H 4.84268 1.27147 -0.16930
H -4.16119 -1.05710 -3.41267
H -3.69241 -4.42065 -0.07753
H -1.24366 -4.57502 -0.44586
H -2.22606 -3.39669 -4.06532
H -1.05785 -4.56366 2.61216
H 4.79365 -0.93225 2.05680
H -2.60565 -4.42583 -2.66868
H 0.64548 -3.35778 -3.58805
H 4.14643 -0.85982 -3.56054
H 4.19771 -0.04689 4.81389
H 1.06445 -1.91333 0.69937
H 0.32234 -4.47229 1.49574
H 0.06769 3.58148 -4.38659
H 1.00957 -2.36211 -5.01283
H 4.06814 -2.21027 1.07386
H 5.10417 2.24863 4.83634
H -3.58301 4.47796 -1.67424
H -1.97331 5.54990 -4.21588
H 1.50510 3.73215 3.06532
H -3.45641 -2.44444 -1.42844
H -3.10728 -0.17355 -2.30594
H 2.55193 -0.23299 1.17605
H 3.08998 -0.85851 -4.99364
H 0.72230 2.49327 -3.20738
H -2.03097 4.08338 -5.24054
H -3.07328 -5.90642 0.64162
H 1.07296 -2.95841 -0.72056
H 1.93798 -0.47203 3.88051
H 1.98660 -3.78869 -4.65648
H -3.44496 -4.52398 1.67705
H -3.50711 4.72118 -4.53349
H 4.12152 -2.24804 -4.64911
H -4.31396 2.97237 4.20468
*
```

Formally, the Löwdin partial charges of the atoms, in units of the elementary charge, are as follows:
1 Ga 0.333
2 S 1.144
3 P 0.515
4 P 0.500
5 O -0.151
6 O -0.146
7 O 0.091
8 O -0.174
9 O -0.208
10 O -0.167
11 O -0.142
12 N 0.272
13 N 0.155
14 N -0.254
15 N -0.055
16 C -0.386
17 C 0.029
18 C -0.018
19 C -0.020
20 C -0.056
21 C -0.022
22 C -0.074
23 C -0.041
24 C -0.066
25 C -0.383
26 C -0.051
27 C -0.403
28 C -0.012
29 C -0.331
30 C -0.378
31 C 0.032
32 C -0.096
33 C -0.032
34 C -0.024
35 C -0.424
36 C -0.024
37 C -0.032
38 C -0.443
39 C -0.168
40 C -0.037
41 C -0.017
42 C -0.381
43 C -0.012
44 C -0.029
45 H 0.072
46 H 0.126
47 H 0.107
48 H 0.126
49 H 0.138
50 H 0.116
51 H 0.108
52 H 0.105
53 H 0.084
54 H 0.099
55 H 0.126
56 H 0.164
57 H 0.083
58 H 0.099
59 H 0.105
60 H 0.106
61 H 0.079
62 H 0.135
63 H 0.095
64 H 0.102
65 H 0.090
66 H 0.086
67 H 0.072
68 H 0.087
69 H 0.124
70 H 0.096
71 H 0.076
72 H 0.138
73 H 0.099
74 H 0.091
75 H 0.127
76 H 0.166
77 H 0.113
78 H 0.122
79 H 0.139
80 H 0.065
81 H 0.105
82 H 0.098
83 H 0.131
84 H 0.104
85 H 0.108
86 H 0.106
87 H 0.118
88 H 0.107
89 H 0.104
90 H 0.111
91 H 0.107
92 H 0.122